The following is a DFT calculation (ωB97M-V/def2-TZVPD) of C3H4O2S in the gas phase in a non-equilibrium geometry.

Calculated values
Charge = 0
HOMO (spin up / spin down) = -7.76 / -10.29 eV
Multiplicity = 3
Largest force on an atom = 5.72 eV/Å
Molar mass = 104.130 g/mol
Kohn-Sham gap (spin up / spin down) = 8.744 / 9.272 eV

Each line ends with the Mulliken charge.
Geometry (Å):
1 C 0.5010 -0.1964 -0.5657  0.14
2 C -1.0024 -0.2845 -0.6406  -0.58
3 C -0.2237 -1.3387 0.0113  -0.25
4 O 1.8280 2.7173 1.4777  -0.38
5 O 1.2538 0.6130 0.1865  -0.20
6 S 0.9387 2.0922 0.5808  0.38
7 H -1.5709 0.3666 0.0063  0.24
8 H -1.4567 -0.3692 -1.6277  0.20
9 H -0.1065 -2.2563 -0.5726  0.22
10 H -0.1612 -1.3440 1.1441  0.22

Forces on the atoms, in the same order (eV/Å):
C -1.965 -0.573 -0.562
C -0.316 2.203 -0.672
C 1.662 -1.507 1.017
O 2.837 0.434 2.256
O 2.879 -1.895 0.974
S -4.656 2.120 -2.548
H -0.089 0.178 0.072
H 0.148 -0.446 0.266
H -0.141 -0.067 0.739
H -0.360 -0.447 -1.541

---

The following is a DFT calculation (ωB97M-V/def2-TZVPD) of C4H9N3S in the gas phase in a non-equilibrium geometry.

Calculated values
SMILES string = CCN/N=C(\N)C=S
Charge = 0
HOMO = -8.38 eV
Largest force on an atom = 4.39 eV/Å
Molar mass = 131.204 g/mol
Kohn-Sham gap = 7.444 eV

Each line ends with the Mulliken charge.
Geometry (Å):
1 C -0.0652 -2.0719 -3.6253  -0.97
2 C -0.8423 -1.3028 -2.4863  -0.37
3 N -0.0856 -1.0436 -1.2670  -0.16
4 N -0.5864 -0.1127 -0.4579  -0.41
5 C 0.1716 0.4083 0.4503  0.65
6 N 1.5454 0.2969 0.4366  -0.54
7 C -0.4347 1.1033 1.5058  -0.46
8 S 0.0074 1.6426 3.0818  -0.23
9 H -0.8376 -2.6857 -4.4334  0.28
10 H 0.7868 -1.4670 -3.9489  0.33
11 H 0.5242 -2.9792 -3.0796  0.26
12 H -1.7493 -1.8637 -2.1597  0.28
13 H -1.2635 -0.4105 -2.8964  0.33
14 H 0.9985 -0.9481 -1.5482  0.30
15 H 1.9311 -0.5870 0.2855  0.21
16 H 1.8777 0.7865 1.3241  0.21
17 H -1.4780 1.0675 1.0986  0.30

Forces on the atoms, in the same order (eV/Å):
C -0.522 -3.541 1.785
C -1.452 -1.608 -0.604
N 4.024 0.357 -1.730
N -1.014 -0.264 0.440
C 2.498 -0.716 -0.811
N 0.353 2.465 2.036
C -2.619 0.964 2.176
S -0.407 -1.116 -3.517
H 2.507 2.454 2.163
H -0.622 0.030 -0.941
H -1.508 1.787 -1.184
H 0.667 0.007 -0.363
H 0.034 0.967 -0.266
H -2.765 0.035 1.095
H 0.713 -1.483 -0.044
H -0.042 -1.224 -1.632
H 0.155 0.885 1.398

---

The following is a DFT calculation (ωB97M-V/def2-TZVPD) of a 2-piece molecular cluster, C4H7NOS overall in a non-equilibrium geometry.

Calculated values
SMILES string = CC(C)=S.N=C=O
Charge = 0
HOMO = -8.52 eV
Largest force on an atom = 3.28 eV/Å
Molar mass = 117.173 g/mol
Kohn-Sham gap = 8.406 eV

Each line ends with the Mulliken charge.
Geometry (Å):
1 C -1.3260 -0.5271 0.9139  -1.02
2 C -0.6348 -0.6669 -0.4047  0.42
3 C -0.7427 0.5229 -1.3203  -1.08
4 S 0.4363 -1.8611 -0.7487  -0.22
5 H -0.9929 0.3609 1.5639  0.27
6 H -1.4898 -1.4834 1.4120  0.33
7 H -2.2588 0.0394 0.5039  0.31
8 H 0.2597 0.7066 -1.7375  0.42
9 H -1.1222 1.4678 -0.8292  0.33
10 H -1.4258 0.2966 -2.2073  0.29
11 N 2.2684 0.1245 1.4430  -0.42
12 C 2.1280 0.4278 0.3011  0.55
13 O 1.8957 1.0779 -0.6292  -0.45
14 H 3.0050 -0.4859 1.7391  0.27

Forces on the atoms, in the same order (eV/Å):
C -1.859 2.437 -1.157
C 1.827 0.456 0.580
C -0.785 0.479 -1.284
S -0.943 -0.038 0.026
H 0.394 -1.659 -0.793
H -0.080 0.488 0.173
H 0.449 -1.585 1.209
H -0.847 -0.003 0.011
H 0.352 -1.107 -0.355
H 0.698 0.187 1.194
N 0.569 -1.482 2.005
C -0.205 2.392 -0.802
O 0.392 -0.249 -1.093
H 0.038 -0.314 0.285

---

The following is a DFT calculation (ωB97M-V/def2-TZVPD) of a 2-piece molecular cluster, C9H11FO3S overall in a non-equilibrium geometry.

Calculated values
Charge = 0
HOMO (spin up / spin down) = -7.33 / -9.73 eV
Multiplicity = 3
Largest force on an atom = 1.85 eV/Å
Molar mass = 218.249 g/mol
Kohn-Sham gap (spin up / spin down) = 8.000 / 8.223 eV

Each line ends with the Mulliken charge.
Geometry (Å):
1 C 3.6778 -0.5390 -0.1315  -0.45
2 C 2.8685 -0.3633 -1.2437  -0.52
3 C 3.4828 0.2300 1.0074  -0.47
4 C 1.8679 0.5901 -1.2241  -0.36
5 C 2.4745 1.1742 1.0424  -0.59
6 C 1.6734 1.3504 -0.0796  0.64
7 C -3.1548 -0.5715 -0.2696  -0.62
8 C -1.7296 0.0706 -0.1844  0.45
9 C -1.6448 1.0077 0.9654  -0.53
10 O -0.1112 2.6805 -1.4295  -0.48
11 O -4.0903 0.2584 -0.8894  -0.52
12 O -0.7238 -0.9069 -0.1071  -0.49
13 F -2.6547 1.8939 1.0955  -0.30
14 S 0.4312 2.6305 -0.0649  0.30
15 H 4.4669 -1.2744 -0.1540  0.38
16 H 3.0256 -0.9601 -2.1275  0.38
17 H 4.1244 0.0958 1.8639  0.38
18 H 1.2318 0.7647 -2.0789  0.42
19 H 2.3082 1.7801 1.9212  0.37
20 H -3.4798 -0.8547 0.7490  0.31
21 H -3.0795 -1.4765 -0.8831  0.33
22 H -1.5547 0.6116 -1.1294  0.30
23 H -1.2431 0.6989 1.9197  0.41
24 H -4.0882 1.1177 -0.4497  0.34
25 H -0.8303 -1.4162 0.7055  0.32

Forces on the atoms, in the same order (eV/Å):
C 0.029 -0.019 0.025
C -0.028 0.111 0.070
C 0.025 -0.075 0.033
C -0.092 0.053 -0.060
C -0.144 0.031 -0.037
C -0.257 0.519 0.005
C 0.615 -0.200 0.215
C -0.781 0.049 -0.557
C -0.431 -0.603 0.396
O -0.742 0.108 -1.033
O -0.272 0.455 -0.150
O 0.216 -0.222 0.222
F -0.079 0.103 -0.161
S 1.706 0.018 0.711
H 0.093 -0.081 0.014
H 0.009 -0.086 -0.117
H 0.061 -0.026 0.116
H -0.030 -0.027 -0.077
H 0.044 0.074 0.133
H 0.074 -0.040 -0.208
H 0.056 0.153 0.144
H -0.139 -0.188 0.213
H 0.152 -0.005 0.145
H -0.070 -0.116 -0.011
H -0.016 0.017 -0.031

---

The following is a DFT calculation (ωB97M-V/def2-TZVPD) of C30H26MoN5O5S4 as an isolated structure.

Calculated values
Charge = +1
HOMO (spin up / spin down) = -10.80 / -10.96 eV
Multiplicity = 3
Largest force on an atom = 0.44 eV/Å
Molar mass = 760.776 g/mol
Kohn-Sham gap (spin up / spin down) = 7.216 / 7.167 eV

Each line ends with the Mulliken charge.
Geometry (Å):
1 Mo 0.9432 0.7249 0.3330  -0.21
2 O -2.4198 1.6006 3.7712  -0.38
3 C -1.4083 1.6898 2.9086  0.05
4 O -1.4844 2.1950 1.8252  -0.46
5 C -0.1256 1.1656 3.4824  0.51
6 C 0.0308 1.0539 4.8516  -0.79
7 C 1.2730 0.7124 5.3687  -0.64
8 C 2.3235 0.5131 4.4965  -0.80
9 C 2.0846 0.6213 3.1368  0.31
10 N 0.8803 0.9119 2.6253  0.74
11 C 3.2226 0.4529 2.1502  0.27
12 O 4.3196 0.1423 2.5347  -0.65
13 O 2.8777 0.6735 0.9094  -0.43
14 H -3.2081 1.9632 3.3393  0.43
15 H -0.8139 1.2532 5.4939  0.60
16 H 1.4168 0.6299 6.4375  0.48
17 H 3.3271 0.2777 4.8208  0.59
18 C 2.4777 4.6426 -4.1400  -0.98
19 C 1.0275 4.4987 -3.7044  -0.45
20 N 0.8974 4.2816 -2.2651  -0.16
21 C 1.0798 3.0952 -1.6857  0.85
22 S 0.9293 3.0678 0.0740  -0.50
23 N 1.3778 2.0608 -2.4244  -1.35
24 N 1.5200 0.9106 -1.7041  1.49
25 C 2.0635 -0.0920 -2.3170  1.07
26 C 2.5261 0.0269 -3.7264  -1.64
27 C 2.1700 -1.3276 -1.5319  0.37
28 C 2.7434 -2.4954 -2.0086  -0.93
29 C 2.7651 -3.6196 -1.1997  -0.72
30 C 2.2180 -3.5520 0.0694  -0.98
31 C 1.6785 -2.3498 0.4855  0.07
32 N 1.6516 -1.2706 -0.2905  0.92
33 H 2.5312 4.7975 -5.2176  0.34
34 H 2.9494 5.4936 -3.6487  0.30
35 H 3.0419 3.7442 -3.8932  0.24
36 H 0.4612 5.3981 -3.9418  0.42
37 H 0.5529 3.6609 -4.2144  0.25
38 H 0.6442 5.0519 -1.6710  0.22
39 H 3.0740 0.9591 -3.8503  0.24
40 H 3.1537 -0.8048 -4.0284  0.46
41 H 1.6606 0.0815 -4.3908  0.31
42 H 3.1642 -2.5341 -3.0008  0.39
43 H 3.2060 -4.5389 -1.5603  0.46
44 H 2.2041 -4.4064 0.7299  0.50
45 H 1.2483 -2.2464 1.4731  0.09
46 O -0.7727 -0.0187 0.1508  -0.03
47 C -1.9137 -0.8505 0.1533  2.77
48 C -1.5780 -2.1882 -0.4801  -0.10
49 C -1.6721 -3.4416 0.0482  -0.27
50 C -1.2932 -4.4602 -0.8718  -0.79
51 C -0.9247 -3.9545 -2.0782  -0.60
52 S -1.0335 -2.2470 -2.1131  -0.10
53 C -2.9695 -0.1460 -0.6752  -1.15
54 C -4.0534 -0.7119 -1.2767  -0.19
55 C -4.8661 0.2435 -1.9423  -0.95
56 C -4.3692 1.5056 -1.8318  -0.50
57 S -2.9305 1.5547 -0.9113  0.01
58 C -2.3788 -1.0541 1.5847  -0.79
59 C -1.6306 -1.4906 2.6402  -0.05
60 C -2.3871 -1.6453 3.8318  -1.05
61 C -3.6977 -1.3268 3.6491  -0.54
62 S -4.0132 -0.8230 2.0470  -0.11
63 H -2.0192 -3.6345 1.0524  0.61
64 H -1.3103 -5.5163 -0.6461  0.46
65 H -0.6043 -4.4953 -2.9545  0.53
66 H -4.2512 -1.7757 -1.2579  0.57
67 H -5.7668 -0.0008 -2.4852  0.45
68 H -4.7731 2.4139 -2.2492  0.48
69 H -0.5749 -1.7132 2.5648  0.43
70 H -1.9796 -1.9858 4.7729  0.49
71 H -4.4932 -1.3526 4.3763  0.50

Forces on the atoms, in the same order (eV/Å):
Mo 0.249 0.349 0.112
O 0.022 0.012 0.099
C 0.027 0.000 -0.003
O 0.014 0.003 -0.090
C 0.073 -0.082 0.004
C 0.016 0.034 0.005
C -0.025 0.012 0.023
C 0.013 -0.022 -0.019
C -0.055 0.012 -0.026
N -0.039 -0.057 -0.121
C 0.015 -0.099 0.104
O 0.006 0.050 -0.016
O -0.227 -0.030 -0.059
H -0.033 0.027 -0.031
H 0.007 0.005 -0.005
H -0.003 -0.007 0.001
H 0.002 0.001 -0.004
C -0.009 0.010 -0.007
C 0.037 0.012 -0.002
N -0.073 -0.046 -0.052
C 0.021 0.021 0.077
S -0.116 -0.080 -0.025
N 0.026 0.012 -0.091
N -0.071 -0.172 0.011
C -0.041 0.105 -0.020
C 0.010 -0.024 0.010
C 0.024 -0.023 0.041
C 0.020 -0.007 -0.009
C -0.002 0.010 0.024
C 0.009 -0.004 -0.030
C -0.021 -0.002 0.015
N 0.036 -0.098 -0.005
H -0.002 -0.001 0.002
H 0.002 0.002 -0.004
H 0.000 -0.003 0.002
H -0.006 -0.001 0.008
H -0.003 -0.002 0.008
H 0.035 0.018 0.017
H 0.007 0.001 0.000
H -0.009 -0.004 -0.003
H -0.003 0.005 0.001
H -0.003 0.007 -0.003
H -0.004 -0.002 -0.002
H 0.004 0.000 0.001
H 0.003 0.007 0.011
O 0.266 0.189 0.137
C -0.049 -0.021 -0.040
C 0.042 -0.038 0.049
C -0.024 0.028 -0.025
C -0.029 0.001 -0.001
C 0.075 0.013 0.030
S -0.111 -0.010 -0.039
C -0.011 0.024 0.007
C 0.005 -0.020 -0.037
C -0.014 0.003 -0.007
C 0.001 -0.007 0.017
S -0.023 -0.020 -0.032
C 0.033 0.000 0.005
C -0.024 -0.001 -0.014
C -0.033 -0.063 0.003
C 0.024 0.010 -0.019
S -0.034 -0.060 -0.002
H -0.011 -0.002 0.007
H -0.012 -0.001 0.001
H 0.005 0.001 0.000
H -0.008 0.023 0.005
H -0.001 0.000 0.001
H -0.003 0.000 0.003
H 0.003 -0.006 0.001
H 0.004 0.000 -0.002
H -0.003 0.004 0.001

---

The following is a DFT calculation (ωB97M-V/def2-TZVPD) of C13H9Cl2N3OS in the gas phase.

Calculated values
SMILES string = O=c1cc(CNc2cc(Cl)ccc2Cl)nc2sccn12
Charge = 0
HOMO = -8.24 eV
Largest force on an atom = 0.81 eV/Å
Molar mass = 326.208 g/mol
Kohn-Sham gap = 8.402 eV

Each line ends with the Mulliken charge.
Geometry (Å):
1 O 3.3677 2.1003 -1.4972  -0.64
2 C 2.9326 1.1320 -0.9166  0.15
3 C 1.5709 0.7317 -0.7368  -0.75
4 C 1.2372 -0.3982 -0.0454  0.52
5 C -0.1836 -0.8447 0.1480  -0.44
6 N -1.0870 0.2729 0.2031  -0.17
7 C -2.4447 0.1598 0.2074  0.54
8 C -3.1114 -1.0353 -0.0775  -0.63
9 C -4.4935 -1.0737 -0.1146  -0.03
10 Cl -5.2718 -2.5734 -0.4742  -0.22
11 C -5.2625 0.0497 0.1344  -0.61
12 C -4.6160 1.2396 0.4289  -0.45
13 C -3.2394 1.2914 0.4638  0.38
14 Cl -2.4573 2.7976 0.8413  -0.26
15 N 2.1590 -1.2196 0.5107  -0.53
16 C 3.4003 -0.8885 0.3582  0.47
17 S 4.7346 -1.8068 0.9877  -0.15
18 C 5.8458 -0.6428 0.3203  -0.21
19 C 5.2109 0.3476 -0.3203  -0.60
20 N 3.8426 0.2161 -0.3026  0.04
21 H 0.8177 1.3580 -1.1851  0.56
22 H -0.2239 -1.4680 1.0531  0.31
23 H -0.4520 -1.4796 -0.7050  0.31
24 H -0.7269 1.1179 0.6241  0.31
25 H -2.5544 -1.9370 -0.2677  0.42
26 H -6.3377 0.0004 0.1037  0.40
27 H -5.1893 2.1303 0.6326  0.40
28 H 6.8995 -0.7749 0.4513  0.47
29 H 5.6328 1.1972 -0.8254  0.40

Forces on the atoms, in the same order (eV/Å):
O 0.126 0.156 -0.097
C 0.004 -0.074 0.051
C -0.221 -0.055 0.036
C 0.293 0.323 -0.147
C -0.232 -0.182 0.066
N 0.423 0.351 0.029
C -0.419 0.066 -0.068
C 0.080 0.028 0.040
C 0.046 0.312 0.081
Cl -0.105 -0.205 -0.051
C 0.009 -0.104 -0.031
C 0.107 -0.140 -0.020
C -0.040 -0.016 0.032
Cl 0.027 0.073 0.005
N -0.067 -0.504 0.276
C -0.149 -0.121 0.052
S -0.032 0.217 -0.138
C -0.356 0.016 -0.023
C 0.805 0.003 0.040
N -0.508 -0.193 0.091
H -0.064 0.070 -0.035
H 0.029 0.035 -0.155
H 0.049 -0.034 0.083
H -0.013 -0.117 -0.034
H 0.055 -0.111 -0.016
H -0.107 -0.037 -0.010
H -0.008 0.099 0.021
H 0.237 0.067 -0.032
H 0.032 0.078 -0.047

---

- What is the molar mass in the fifth record?
  760.776 g/mol